{"formula": "C40H41N3O2PtS2", "method": "ωB97M-V with the def2-TZVPD basis set", "energy_ha": -2778.74817, "total_charge": 2, "homo_ev": [-12.91, -12.90], "gap_ev": [5.871, 5.932], "lumo_ev": [-7.041, -6.970], "largest_force_ev_per_a": 0.87, "symbols": ["Pt", "C", "C", "N", "C", "C", "N", "C", "C", "N", "H", "H", "H", "H", "H", "H", "H", "H", "H", "H", "H", "H", "H", "H", "H", "C", "C", "C", "C", "C", "C", "C", "S", "O", "C", "C", "C", "C", "C", "C", "C", "C", "C", "C", "C", "C", "C", "C", "C", "C", "C", "C", "C", "C", "S", "O", "C", "C", "C", "C", "C", "C", "C", "H", "H", "H", "H", "H", "H", "H", "H", "H", "H", "H", "H", "H", "H", "H", "H", "H", "H", "H", "H", "H", "H", "H", "H", "H", "H"], "coordinates": [[-0.154, -0.244, -0.080], [2.518, -0.611, 1.551], [1.352, -0.732, 2.571], [0.216, 0.117, 2.214], [0.374, 1.547, 2.493], [-0.253, 2.385, 1.388], [0.032, 1.874, 0.017], [1.362, 2.197, -0.557], [2.488, 1.399, 0.069], [2.133, -0.027, 0.237], [3.334, -0.024, 1.970], [2.890, -1.617, 1.381], [1.002, -1.758, 2.565], [1.722, -0.503, 3.572], [-0.641, -0.258, 2.608], [-0.088, 1.822, 3.442], [1.435, 1.766, 2.588], [-1.337, 2.379, 1.504], [0.093, 3.417, 1.484], [-0.659, 2.290, -0.600], [1.302, 1.961, -1.620], [1.581, 3.262, -0.458], [3.365, 1.508, -0.569], [2.761, 1.813, 1.036], [2.554, -0.575, -0.503], [-8.618, 1.061, -0.358], [-7.150, 0.757, -0.240], [-6.192, 1.650, -0.719], [-4.839, 1.365, -0.623], [-4.453, 0.163, -0.051], [-5.374, -0.743, 0.456], [-6.721, -0.435, 0.347], [-2.723, -0.283, 0.097], [-2.646, -1.316, 1.165], [-2.510, -0.931, -1.581], [-2.387, 0.083, -2.569], [-2.311, -0.254, -3.884], [-2.306, -1.615, -4.278], [-2.199, -1.979, -5.642], [-2.147, -3.293, -6.005], [-2.186, -4.304, -5.018], [-2.300, -3.985, -3.696], [-2.383, -2.629, -3.288], [-2.515, -2.260, -1.911], [-2.570, -3.315, -0.861], [-3.733, -4.103, -0.671], [-4.927, -3.870, -1.403], [-6.029, -4.640, -1.185], [-5.999, -5.686, -0.231], [-4.871, -5.924, 0.495], [-3.709, -5.135, 0.304], [-2.538, -5.352, 1.071], [-1.431, -4.576, 0.902], [-1.465, -3.571, -0.083], [-0.003, -2.565, -0.226], [0.958, -3.042, 0.779], [0.623, -2.958, -1.831], [0.975, -4.277, -2.079], [1.516, -4.599, -3.310], [1.701, -3.631, -4.297], [2.264, -3.995, -5.642], [1.343, -2.311, -4.019], [0.810, -1.967, -2.789], [-8.798, 2.124, -0.512], [-9.158, 0.740, 0.532], [-9.045, 0.525, -1.208], [-6.508, 2.586, -1.164], [-4.106, 2.076, -0.989], [-5.037, -1.658, 0.926], [-7.455, -1.133, 0.733], [-2.401, 1.126, -2.268], [-2.251, 0.515, -4.646], [-2.160, -1.195, -6.390], [-2.074, -3.566, -7.050], [-2.126, -5.343, -5.317], [-2.329, -4.770, -2.950], [-4.955, -3.071, -2.135], [-6.937, -4.456, -1.746], [-6.879, -6.297, -0.078], [-4.845, -6.719, 1.232], [-2.536, -6.143, 1.812], [-0.537, -4.715, 1.494], [0.832, -5.038, -1.319], [1.799, -5.626, -3.511], [2.543, -5.046, -5.689], [3.145, -3.395, -5.873], [1.527, -3.802, -6.426], [1.479, -1.551, -4.780], [0.516, -0.946, -2.583]], "atomic_forces_ev_per_a": [[0.77, 0.37, -0.12], [0.01, -0.01, 0.09], [0.01, 0.15, -0.05], [-0.21, -0.42, 0.31], [0.06, -0.07, -0.18], [0.02, 0.16, 0.15], [-0.04, -0.52, 0.09], [0.11, 0.13, -0.11], [-0.03, 0.13, 0.01], [-0.42, -0.47, -0.11], [0.02, 0.06, -0.04], [0.05, 0.01, -0.06], [-0.05, 0.01, 0.05], [0.06, 0.05, 0.00], [0.01, 0.04, 0.09], [0.01, 0.03, 0.04], [0.00, -0.02, 0.04], [-0.03, -0.01, -0.07], [-0.08, 0.06, -0.10], [-0.06, 0.01, 0.00], [-0.05, 0.03, -0.02], [-0.09, 0.05, -0.02], [0.06, -0.06, 0.03], [-0.01, -0.04, 0.03], [0.10, -0.03, 0.02], [0.05, -0.06, -0.02], [-0.07, -0.01, 0.00], [0.03, 0.04, -0.03], [-0.01, -0.04, 0.00], [0.04, 0.18, 0.15], [-0.02, 0.00, -0.05], [0.02, 0.00, -0.01], [-0.40, -0.34, -0.03], [-0.03, 0.24, -0.10], [-0.06, 0.06, 0.00], [-0.01, 0.05, 0.11], [0.00, 0.00, -0.03], [-0.03, -0.06, 0.03], [0.02, 0.08, 0.03], [0.01, -0.08, 0.00], [0.02, 0.01, -0.06], [0.00, 0.02, 0.05], [0.05, 0.02, -0.03], [0.08, -0.13, -0.02], [0.25, -0.13, -0.05], [-0.03, -0.01, 0.08], [0.05, 0.02, -0.04], [-0.04, -0.03, 0.01], [-0.06, 0.01, -0.03], [0.05, -0.03, 0.04], [0.01, 0.02, 0.00], [-0.12, -0.04, -0.01], [0.09, 0.09, -0.03], [-0.19, 0.20, -0.06], [0.32, 0.22, 0.12], [-0.12, -0.06, -0.15], [-0.01, 0.25, -0.05], [-0.02, -0.08, 0.04], [0.01, -0.07, -0.01], [0.01, 0.00, -0.06], [-0.04, 0.01, 0.01], [0.00, -0.02, -0.03], [0.01, -0.14, 0.04], [0.02, -0.01, 0.01], [0.01, 0.02, -0.01], [0.01, 0.02, 0.01], [0.00, -0.03, 0.03], [-0.05, 0.00, 0.03], [-0.03, 0.04, 0.00], [0.03, 0.03, 0.00], [0.01, -0.02, -0.04], [0.01, -0.03, 0.04], [-0.01, -0.04, 0.03], [0.00, 0.00, 0.04], [-0.01, 0.04, 0.01], [-0.02, 0.03, -0.01], [-0.01, -0.03, 0.02], [0.02, -0.02, 0.01], [0.02, 0.03, -0.01], [-0.01, 0.03, -0.02], [0.00, 0.01, -0.02], [-0.03, -0.01, 0.00], [0.02, 0.04, -0.04], [-0.01, 0.04, 0.00], [0.00, 0.02, 0.00], [-0.01, 0.00, 0.02], [0.02, -0.01, 0.03], [-0.01, -0.02, 0.04], [-0.06, 0.09, -0.02]], "lowdin_charge": [0.93, -0.15, -0.17, -0.12, -0.16, -0.15, -0.18, -0.16, -0.16, -0.10, 0.13, 0.12, 0.10, 0.13, 0.12, 0.14, 0.12, 0.12, 0.14, 0.12, 0.13, 0.14, 0.14, 0.11, 0.12, -0.03, -0.24, -0.02, -0.07, -0.36, -0.05, -0.01, 0.92, -0.47, -0.34, -0.10, 0.00, -0.15, -0.02, -0.04, -0.04, 0.00, -0.10, -0.14, -0.15, -0.11, -0.01, -0.04, -0.04, -0.01, -0.13, 0.02, -0.04, -0.29, 0.89, -0.42, -0.36, -0.04, 0.00, -0.24, -0.02, -0.02, -0.09, 0.08, 0.09, 0.10, 0.12, 0.10, 0.12, 0.13, 0.10, 0.13, 0.12, 0.12, 0.12, 0.13, 0.12, 0.12, 0.12, 0.12, 0.13, 0.12, 0.13, 0.13, 0.09, 0.09, 0.09, 0.13, 0.08]}